{"formula": "C12H21N2", "method": "ωB97M-V/def2-TZVPD", "symbols": ["C", "C", "C", "C", "C", "C", "N", "C", "C", "C", "C", "C", "C", "N", "H", "H", "H", "H", "H", "H", "H", "H", "H", "H", "H", "H", "H", "H", "H", "H", "H", "H", "H", "H", "H"], "coordinates": [[0.33881, 3.20786, 2.90745], [-0.54429, 2.15849, 3.10775], [0.70172, 3.58045, 1.62214], [-1.13197, 1.50284, 2.03308], [0.14984, 2.93092, 0.52052], [-0.73236, 1.86219, 0.71705], [0.01755, -3.54896, -1.64198], [0.48199, -3.43114, -0.26362], [1.06924, -2.07203, -0.05890], [0.97458, 0.59892, -1.42174], [-0.86830, -0.76170, -2.09065], [-1.22619, 1.01692, -0.45858], [0.06687, -0.96579, 0.18029], [-0.24794, -0.03906, -0.93899], [0.78978, 3.71905, 3.78342], [-0.83587, 1.88864, 4.13492], [1.38538, 4.41102, 1.51213], [-1.84206, 0.68656, 2.18481], [0.45518, 3.23676, -0.49986], [-0.82468, -4.14131, -1.67928], [0.75523, -4.05662, -2.16393], [1.23724, -4.21225, -0.09164], [-0.31959, -3.60852, 0.45616], [1.68286, -2.12885, 0.83803], [1.71826, -1.83937, -0.88566], [1.51751, -0.02880, -2.10438], [1.61090, 0.84356, -0.57535], [0.79836, 1.54883, -2.01751], [-1.44666, -0.11488, -2.78476], [-0.13869, -1.31976, -2.64953], [-1.59624, -1.47931, -1.65978], [-2.17977, 0.56279, -0.22495], [-1.39098, 1.71411, -1.29786], [0.45942, -0.32700, 0.97165], [-0.88512, -1.39456, 0.53957]], "forces_ev_per_a": [[0.6, 0.1, 0.6], [-0.8, -0.1, 0.7], [-0.3, 0.2, 0.1], [0.8, 0.3, -0.9], [0.2, -0.2, -0.3], [-0.3, -0.8, 0.5], [-0.3, -1.3, -0.6], [0.2, -0.9, -0.3], [0.4, 0.0, 0.6], [1.1, 2.0, -0.8], [-1.9, -0.5, -0.1], [0.1, 1.8, 0.2], [-0.3, -0.2, 1.0], [-0.7, 0.2, -1.0], [-0.4, -0.4, -0.8], [0.2, 0.1, -0.6], [0.0, 0.0, -0.2], [0.2, 0.3, 0.0], [-0.3, -0.2, 0.8], [0.7, 0.3, -0.2], [-0.9, 0.4, 0.2], [-0.1, 0.3, 0.4], [-0.1, 0.0, -0.1], [0.2, 0.2, 0.0], [0.4, 0.1, -0.3], [0.1, -0.6, 0.0], [0.0, 0.1, 0.0], [-0.3, -1.2, 0.9], [0.7, 0.1, 0.7], [0.3, -0.2, 0.1], [0.5, 0.4, -0.4], [0.0, -0.5, 0.0], [0.1, -0.6, 0.1], [-0.2, 0.1, -0.1], [0.2, 0.3, -0.2]], "nbo_charge": [-0.18, -0.20, -0.20, -0.20, -0.20, -0.09, -0.87, -0.22, -0.44, -0.43, -0.42, -0.23, -0.22, -0.22, 0.24, 0.23, 0.23, 0.22, 0.22, 0.38, 0.37, 0.20, 0.19, 0.24, 0.22, 0.24, 0.24, 0.24, 0.24, 0.26, 0.23, 0.24, 0.23, 0.24, 0.22], "total_charge": 1, "smiles": "C[N+](C)(CCCN)Cc1ccccc1", "relative_energy_kj_mol": 12.1, "homo_ev": -12.6840, "total_energy_ha": -579.1061}



{"formula": "C21H20N6O4S", "method": "ωB97M-V/def2-TZVPD", "symbols": ["C", "C", "C", "C", "C", "C", "C", "H", "H", "H", "N", "C", "N", "N", "C", "C", "C", "C", "C", "O", "N", "C", "O", "N", "H", "H", "H", "H", "H", "S", "C", "H", "C", "O", "N", "H", "C", "C", "C", "C", "C", "O", "H", "H", "H", "H", "H", "H", "H", "H", "H", "H"], "coordinates": [[3.86552, 4.47683, -1.02426], [3.01995, 3.66697, -0.09339], [2.32456, 2.56461, -0.57330], [1.53621, 1.80801, 0.28045], [1.42819, 2.13836, 1.62551], [2.11278, 3.24151, 2.10073], [2.89930, 3.99892, 1.25023], [3.43248, 4.85438, 1.63699], [2.03822, 3.50515, 3.14459], [0.83926, 1.52690, 2.29125], [0.85444, 0.68286, -0.22703], [1.38954, -0.34581, -0.95971], [0.46411, -1.21676, -1.26260], [-0.68900, -0.78253, -0.72856], [-0.47016, 0.34531, -0.11482], [-1.47807, 1.16650, 0.60829], [-2.87109, 1.05856, 0.04736], [-3.70968, 2.11424, -0.00712], [-5.07130, 1.95250, -0.47734], [-5.90042, 2.82744, -0.57908], [-5.38667, 0.63701, -0.81586], [-4.55648, -0.45689, -0.78357], [-4.90747, -1.56622, -1.10017], [-3.28264, -0.18060, -0.33614], [-2.58054, -0.92164, -0.40101], [-6.33257, 0.47014, -1.14054], [-3.41012, 3.10116, 0.29936], [-1.51932, 0.82709, 1.65091], [-1.15951, 2.21079, 0.61283], [3.07699, -0.44475, -1.34338], [3.19551, -2.20910, -1.78094], [2.54223, -2.39518, -2.63079], [2.85822, -3.07686, -0.57053], [3.64261, -3.25824, 0.33421], [1.63217, -3.62905, -0.63960], [0.97474, -3.26289, -1.31808], [1.04354, -4.34284, 0.48352], [-0.28686, -3.76081, 0.82311], [-1.51645, -3.97451, 0.27152], [-2.41141, -3.10420, 0.93822], [-1.65593, -2.42238, 1.84062], [-0.36933, -2.80753, 1.77683], [-1.90836, -1.68040, 2.57268], [-3.46210, -3.00710, 0.75671], [-1.75866, -4.66661, -0.50787], [0.92506, -5.39834, 0.21653], [1.73572, -4.25587, 1.32544], [4.24112, -2.34778, -2.05330], [2.39782, 2.29187, -1.61555], [4.48020, 3.82593, -1.64225], [4.51099, 5.15549, -0.47368], [3.23260, 5.06631, -1.68743]], "forces_ev_per_a": [[0.0, 0.0, -0.1], [0.0, -0.1, 0.1], [-0.1, 0.0, 0.2], [0.3, 0.5, 0.3], [0.0, -0.1, -0.1], [-0.1, 0.0, 0.0], [0.0, 0.0, -0.1], [0.1, 0.1, 0.0], [0.0, 0.0, 0.1], [-0.1, -0.1, 0.1], [-0.2, -0.7, -0.3], [-0.1, -0.1, -0.1], [0.8, 0.1, -0.5], [-0.7, 0.4, 0.4], [0.1, 0.0, -0.1], [-0.1, 0.0, 0.1], [-0.3, 0.5, 0.0], [0.3, 0.0, 0.1], [0.2, -0.2, 0.0], [-0.2, 0.2, 0.0], [-0.4, 0.0, -0.1], [0.2, 0.2, 0.2], [-0.2, -0.5, -0.2], [0.0, -0.2, 0.1], [-0.2, 0.0, -0.1], [0.2, 0.0, 0.0], [0.1, 0.1, 0.0], [0.0, 0.1, 0.0], [-0.1, -0.1, 0.0], [0.5, 0.0, -0.1], [-0.3, 0.3, 0.2], [0.1, -0.1, 0.0], [-0.1, -0.1, -0.5], [0.3, 0.0, 0.3], [-0.2, -0.4, 0.0], [0.2, 0.1, 0.1], [0.1, 0.1, 0.1], [-0.4, -0.6, -0.6], [0.6, 0.0, 0.3], [0.2, 0.3, 0.5], [-0.8, -0.1, -0.3], [0.5, 0.1, 0.1], [0.1, 0.1, 0.1], [-0.3, 0.1, 0.0], [0.0, -0.2, -0.2], [0.0, 0.1, 0.2], [-0.1, -0.1, -0.1], [-0.1, 0.0, 0.0], [0.0, 0.0, -0.1], [0.1, 0.0, -0.1], [0.1, 0.1, 0.0], [0.0, 0.1, -0.1]], "nbo_charge": [-0.63, 0.02, -0.25, 0.21, -0.24, -0.19, -0.20, 0.22, 0.22, 0.22, -0.40, 0.18, -0.33, -0.31, 0.36, -0.50, 0.29, -0.40, 0.64, -0.59, -0.64, 0.79, -0.62, -0.64, 0.47, 0.43, 0.23, 0.25, 0.26, 0.30, -0.60, 0.24, 0.66, -0.62, -0.61, 0.43, -0.28, 0.27, -0.30, -0.32, 0.07, -0.40, 0.20, 0.25, 0.23, 0.21, 0.25, 0.26, 0.23, 0.23, 0.22, 0.23], "smiles": "Cc1cccc(-n2c(Cc3cc(=O)[nH]c(=O)[nH]3)nnc2SCC(=O)NCc2ccco2)c1", "relative_energy_kj_mol": 16.5, "homo_ev": -8.6740, "total_energy_ha": -1840.0025}



{"formula": "C4H11NO3", "method": "ωB97M-V/def2-TZVPD", "symbols": ["O", "C", "N", "C", "C", "C", "O", "H", "H", "H", "H", "H", "H", "H", "H", "H", "H", "H", "O"], "coordinates": [[0.57276, -3.02893, 1.25455], [-0.13225, -2.00720, 1.25968], [-0.91160, -1.63089, 0.23147], [-1.41160, -0.15856, 0.31724], [-0.16960, 0.61425, -0.16583], [-0.13978, 0.68634, -1.80295], [0.37409, 1.84959, -2.28027], [-0.25397, -1.29602, 2.17683], [-1.04081, -2.04387, -0.63412], [-2.19991, -0.02021, -0.38360], [-1.98730, 0.10404, 1.24792], [0.68925, 0.05945, 0.04072], [-0.03237, 1.64036, 0.38340], [0.29040, -0.08795, -2.29796], [-1.25649, 0.61453, -2.20385], [-0.18593, 2.69686, -1.89161], [3.11812, 1.19080, 1.31508], [2.06640, 0.06433, 1.45955], [2.61060, 0.75309, 1.97378]], "forces_ev_per_a": [[-1.1, 2.0, 0.4], [1.0, -2.2, 0.6], [-2.0, 3.9, 2.8], [1.1, -1.7, -0.1], [-1.3, 2.4, -0.9], [-5.4, 2.0, 2.6], [-0.7, 4.8, 0.8], [0.4, -1.0, -1.3], [0.2, -1.4, -1.5], [-0.5, -0.2, -1.0], [1.6, -0.4, -0.3], [1.3, -0.8, 0.8], [-0.4, -1.6, -1.5], [2.0, -2.4, -0.9], [1.6, -0.1, 1.1], [2.2, -3.5, -1.5], [0.7, 0.6, -0.9], [1.4, 1.6, 1.3], [-2.0, -2.2, -0.2]], "nbo_charge": [-0.61, 0.50, -0.62, -0.25, -0.45, -0.02, -0.70, 0.12, 0.41, 0.21, 0.23, 0.20, 0.22, 0.18, 0.12, 0.47, 0.47, 0.47, -0.93], "smiles": "O=CNCCCO.O", "relative_energy_kj_mol": 321.9, "homo_ev": -9.9460, "total_energy_ha": -439.4033}



{"formula": "C37H30I2OP2SZr", "method": "ωB97M-V/def2-TZVPD", "symbols": ["Zr", "O", "S", "C", "C", "C", "C", "C", "C", "P", "C", "C", "C", "C", "C", "C", "C", "C", "C", "C", "C", "C", "C", "C", "C", "C", "C", "C", "P", "C", "C", "C", "C", "C", "C", "C", "C", "C", "C", "C", "C", "H", "H", "H", "H", "H", "H", "H", "H", "H", "H", "H", "H", "H", "H", "H", "H", "H", "H", "H", "H", "H", "H", "H", "H", "H", "H", "H", "H", "I", "C", "I", "H", "H"], "coordinates": [[-0.87952, 0.20680, -1.22772], [-3.88099, -1.99211, -1.33675], [-2.65644, -1.67073, -0.61017], [-2.94373, -1.86453, 1.12620], [-3.92623, -2.75613, 1.52435], [-4.09813, -2.97137, 2.88859], [-3.29338, -2.31922, 3.81322], [-2.32452, -1.41322, 3.39619], [-2.15190, -1.16382, 2.03579], [-1.01768, 0.09906, 1.45267], [-1.71129, 1.73566, 1.73936], [-2.92345, 1.95013, 2.39142], [-3.44307, 3.23708, 2.46955], [-2.77464, 4.30478, 1.88339], [-1.56809, 4.09913, 1.22124], [-1.03917, 2.81716, 1.14782], [0.53604, -0.10078, 2.34228], [1.15395, -1.35558, 2.30616], [2.30145, -1.57621, 3.05051], [2.83676, -0.54873, 3.82351], [2.23149, 0.70159, 3.84746], [1.07733, 0.93188, 3.10801], [-1.26500, -2.65792, -1.01693], [-1.27936, -4.03523, -1.17226], [-0.07863, -4.65188, -1.49232], [1.08266, -3.89256, -1.64269], [1.06025, -2.51364, -1.50388], [-0.13086, -1.83043, -1.19811], [1.86600, 0.91218, -0.87234], [3.55539, 0.80539, -0.93227], [4.38980, 1.07723, -2.07041], [5.74372, 0.98553, -1.94524], [6.30779, 0.63359, -0.70104], [5.52447, 0.37278, 0.43128], [4.16382, 0.46190, 0.33231], [1.16088, 1.19686, -2.50299], [0.32181, 2.34475, -2.59297], [-0.12713, 2.77376, -3.83314], [0.21198, 2.05773, -4.98254], [0.96176, 0.88860, -4.89782], [1.43637, 0.45129, -3.66748], [-4.54174, -3.26689, 0.79545], [-4.85971, -3.66077, 3.22842], [-3.42713, -2.50772, 4.87014], [-1.71664, -0.89843, 4.13105], [-3.46136, 1.12632, 2.84304], [-4.37209, 3.40706, 2.99749], [-3.18718, 5.30227, 1.95683], [-1.03241, 4.93862, 0.79777], [-0.04541, 2.68083, 0.71822], [0.71868, -2.17283, 1.74040], [2.75964, -2.55624, 3.05589], [3.71421, -0.73302, 4.43013], [2.63436, 1.48940, 4.47011], [0.58897, 1.89642, 3.17139], [-2.18969, -4.60945, -1.05261], [-0.03681, -5.72549, -1.62235], [2.01009, -4.39789, -1.87923], [1.99152, -1.97109, -1.63878], [3.93943, 1.37423, -3.00860], [6.39554, 1.19471, -2.78269], [7.38761, 0.57450, -0.61879], [6.00029, 0.11512, 1.36730], [3.52711, 0.27475, 1.19205], [0.11623, 2.96470, -1.71909], [-0.71359, 3.68037, -3.91062], [-0.12158, 2.41395, -5.94953], [1.19833, 0.32848, -5.79368], [2.03585, -0.44933, -3.60777], [-2.50380, -0.30342, -3.79253], [-4.19260, 0.67842, -2.94766], [-3.53473, 1.84266, -1.29220], [-4.86480, -0.09199, -2.58422], [-4.62716, 1.33097, -3.69756]], "forces_ev_per_a": [[-0.5, 0.2, 0.1], [0.0, 0.0, -0.1], [0.0, 0.3, 0.2], [0.0, -0.1, 0.0], [0.0, 0.0, 0.1], [0.0, 0.0, 0.0], [0.0, 0.0, 0.0], [0.0, 0.0, -0.1], [-0.1, 0.0, 0.0], [0.1, 0.0, -0.1], [0.0, 0.0, 0.0], [0.0, -0.1, 0.0], [0.0, 0.0, 0.0], [0.0, 0.0, 0.0], [0.0, 0.0, 0.0], [0.1, 0.1, 0.0], [0.0, 0.0, 0.1], [0.0, 0.0, 0.0], [0.0, 0.0, 0.0], [0.0, 0.0, 0.0], [0.0, 0.0, 0.0], [0.0, 0.0, 0.0], [0.1, -0.4, 0.0], [0.0, 0.1, 0.0], [0.0, 0.0, 0.0], [0.0, 0.0, 0.0], [0.1, 0.1, 0.0], [-0.2, -0.2, 0.0], [0.2, 0.0, -0.1], [-0.1, -0.1, 0.2], [-0.1, 0.0, -0.1], [0.0, 0.0, 0.0], [0.1, 0.0, 0.0], [-0.1, 0.0, 0.0], [0.0, 0.1, 0.1], [0.3, 0.1, -0.2], [0.0, 0.0, 0.0], [0.0, 0.0, 0.1], [0.0, 0.0, 0.0], [0.0, 0.0, 0.0], [0.0, 0.0, 0.0], [0.0, 0.0, 0.0], [0.0, 0.0, 0.0], [0.0, 0.0, 0.0], [0.0, 0.0, 0.0], [0.0, 0.0, 0.0], [0.0, 0.0, 0.0], [0.0, 0.0, 0.0], [0.0, 0.0, 0.0], [0.0, 0.0, 0.0], [0.0, 0.0, 0.0], [0.0, 0.0, 0.0], [0.0, 0.0, 0.0], [0.0, 0.0, 0.0], [0.0, 0.0, 0.0], [0.0, 0.0, 0.0], [0.0, 0.0, 0.0], [0.0, 0.0, 0.0], [0.0, 0.0, 0.0], [0.0, 0.0, 0.0], [0.0, 0.0, 0.0], [0.0, 0.0, 0.0], [0.0, 0.0, 0.0], [0.0, 0.0, 0.0], [0.0, 0.0, 0.0], [0.0, 0.0, 0.0], [0.0, 0.0, 0.0], [0.0, 0.0, 0.0], [0.0, 0.0, 0.0], [0.1, 0.0, 0.0], [0.0, 0.0, 0.0], [0.0, -0.1, 0.1], [0.0, 0.0, 0.0], [0.0, 0.0, 0.0]], "lowdin_charge": [0.99, -0.43, 0.75, -0.35, -0.01, 0.01, 0.00, -0.04, -0.35, 1.00, -0.43, -0.07, -0.02, -0.02, -0.05, -0.19, -0.39, -0.10, -0.05, -0.04, -0.04, -0.07, -0.43, 0.00, 0.02, -0.01, -0.10, -0.36, 1.23, -0.40, -0.01, 0.01, 0.09, 0.01, -0.04, -0.57, -0.18, -0.03, 0.00, -0.02, -0.07, 0.13, 0.14, 0.14, 0.13, 0.12, 0.14, 0.13, 0.13, 0.07, 0.11, 0.13, 0.13, 0.13, 0.11, 0.14, 0.14, 0.13, 0.08, 0.12, 0.14, 0.15, 0.14, 0.09, 0.11, 0.14, 0.15, 0.14, 0.12, 1.11, -0.95, 1.07, -0.01, 0.01], "total_charge": 4, "relative_energy_kj_mol": 3.1, "homo_ev": -19.0822, "total_energy_ha": -3224.9872}